A | C5H6N | ωB97M-V with the def2-TZVPD basis set

The geometry in ORCA input format:
```
! wB97M-V def2-TZVPD RIJCOSX def2/J DEFGRID3
* xyz 1 3
C -0.90423 -0.86203 -0.14526
C -1.95327 0.12506 0.02289
C 0.77163 0.79989 0.01905
C 1.27627 -0.63047 -0.01275
C -0.61860 0.60020 -0.12539
N 0.11709 -1.53064 0.02146
H -2.67849 0.23252 -0.67417
H -2.29171 0.38520 1.03353
H 1.07550 1.48525 0.81331
H 1.39863 1.20466 -0.81309
H 1.93544 -0.72501 -0.93578
H 1.87176 -1.08463 0.79620
*
```

---

B | C5H6N | ωB97M-V with the def2-TZVPD basis set

The geometry in ORCA input format:
```
! wB97M-V def2-TZVPD RIJCOSX def2/J DEFGRID3
* xyz 1 3
C 0.20301 0.31662 0.64301
C -1.14024 0.32163 0.54561
C -2.66459 0.01313 0.23083
C -1.53325 -0.13745 -0.68165
C 2.62464 -0.08699 -0.00477
N 1.25765 0.07136 0.22825
H -3.25322 -0.79661 0.75685
H -3.23998 0.99529 0.33893
H -1.27035 -0.04997 -1.72740
H 3.10974 -0.29723 0.95908
H 2.81088 -1.01306 -0.57362
H 3.09573 0.66328 -0.71513
*
```

---

Least stable structure: B

---

A | C2H4N2O2S | ωB97M-V with the def2-TZVPD basis set

The geometry in ORCA input format:
```
! wB97M-V def2-TZVPD RIJCOSX def2/J DEFGRID3
* xyz 0 1
C -0.25886 0.97009 0.28793
C 1.86791 -1.17263 -0.83498
H -2.19369 -1.00865 0.63786
H -2.05072 1.58848 0.74314
H 0.97623 -1.66212 -1.75041
H 3.09474 -1.54979 -0.53115
N -1.43568 0.71841 1.06629
N 1.58573 -0.16320 0.06540
O -2.10903 -0.17566 0.16052
O 0.11538 -0.07128 -0.29665
S 0.40799 2.52635 0.45205
*
```

---

B | C2H4N2O2S | ωB97M-V with the def2-TZVPD basis set

The geometry in ORCA input format:
```
! wB97M-V def2-TZVPD RIJCOSX def2/J DEFGRID3
* xyz 0 1
C 0.04163 -1.88160 -0.68797
C 0.17593 -0.57515 -0.31689
S 1.64113 0.40075 -0.11913
N 1.26065 2.02403 0.42309
N -1.23346 0.03809 0.23468
O -2.04335 -0.77249 0.48635
O -1.20940 1.19677 0.33895
H 0.81231 -2.50309 -1.00656
H -0.97912 -2.37309 -0.71082
H 0.97790 1.93041 1.43732
H 0.55579 2.51537 -0.07903
*
```

Properties
Structure (SMILES)   C=C(SN)[N+](=O)[O-]

---

Least stable structure: A

---

A | C5H11N4 | ωB97M-V with the def2-TZVPD basis set

The geometry in ORCA input format:
```
! wB97M-V def2-TZVPD RIJCOSX def2/J DEFGRID3
* xyz 1 1
C 1.14628 -1.76841 0.04088
C 0.09668 -1.84231 -1.05620
C 0.40480 2.58525 0.77764
C 0.39031 0.70870 -0.79514
C 0.20844 -0.63296 -0.17379
N 1.81743 2.33987 0.54052
N 2.16290 1.36804 -0.08236
N -1.06640 -0.59699 0.69506
N -0.38504 1.80953 -0.27709
H 0.97602 -2.23844 0.91108
H 2.09909 -1.49275 -0.33011
H 0.53957 -1.97713 -1.99406
H -0.54898 -2.71444 -0.85035
H 0.12130 2.22426 1.72951
H 0.38355 3.65332 0.91550
H 0.57571 0.70697 -1.88986
H -0.83827 -1.01238 1.61262
H -1.93020 -0.96651 0.32375
H -1.32764 0.53087 0.69676
H -0.63540 2.38236 -1.06784
*
```

---

B | C5H11N4 | ωB97M-V with the def2-TZVPD basis set

The geometry in ORCA input format:
```
! wB97M-V def2-TZVPD RIJCOSX def2/J DEFGRID3
* xyz 1 1
C 2.34245 -0.83414 1.12037
C 2.75721 -0.22693 0.00953
N 2.48300 1.07270 -0.31734
C 1.39991 1.68834 -0.34895
N 0.08709 1.16130 -0.21219
C -0.43242 0.03525 -0.63328
N 0.19406 -0.85548 -1.36966
C -1.88201 -0.17317 -0.25519
N -2.29270 0.90998 0.62220
H 2.72911 -1.79236 1.41250
H 1.68013 -0.33975 1.81408
H 3.50142 -0.67954 -0.63353
H 1.40402 2.76366 -0.49144
H -0.64199 1.72560 0.26384
H -0.26809 -1.70063 -1.66840
H 1.16964 -0.74274 -1.61217
H -2.47248 -0.16967 -1.17706
H -1.98958 -1.17200 0.19071
H -2.28138 0.64250 1.59900
H -3.21594 1.25919 0.40338
*
```

Properties
Structure (SMILES)   C=C/N=C\NC(=[NH2+])CN

---

C | C5H11N4 | ωB97M-V with the def2-TZVPD basis set

The geometry in ORCA input format:
```
! wB97M-V def2-TZVPD RIJCOSX def2/J DEFGRID3
* xyz 1 1
C -1.29351 -1.62680 0.10527
C -0.07475 0.30245 0.43078
C 1.09254 -1.64331 -0.55806
C -3.26879 1.34530 -0.27848
C 2.36144 0.98582 0.78370
N -2.29732 -0.87359 -0.00482
N -0.02857 -0.98026 0.04392
N -2.50414 0.31392 0.33748
N 0.86040 1.17451 0.68043
H -1.38649 -2.72900 -0.02320
H 0.72973 -2.61253 -1.03462
H 1.57062 -1.19435 -1.42940
H 1.83693 -1.96398 0.24450
H -4.10334 1.43590 0.51332
H -2.75711 2.32575 -0.30003
H -3.68319 1.08540 -1.32982
H 2.79583 1.53881 1.57194
H 2.56053 -0.01875 0.92732
H 2.76409 1.33155 -0.15399
H 0.37917 2.02001 1.09066
*
```

---

Least stable structure: C

---

A | C6H12O | ωB97M-V with the def2-TZVPD basis set

The geometry in ORCA input format:
```
! wB97M-V def2-TZVPD RIJCOSX def2/J DEFGRID3
* xyz 1 2
C 0.25293 1.27037 0.48173
C 0.70720 -0.06602 0.11021
C 2.05023 -0.25874 -0.21471
C -0.25034 -1.19664 -0.02731
C -1.01910 -1.61163 1.23694
C -0.45298 -1.62363 2.44216
H -0.75179 1.53243 0.15460
H 0.91673 2.09866 0.24159
H 0.09688 1.29857 1.57231
H 2.64663 0.43118 -0.77473
H 2.53044 -1.19187 0.07553
H -0.91005 -0.97419 -0.86869
H 0.38037 -2.06168 -0.20938
H -2.03215 -1.88978 0.97881
H 0.29905 -0.87532 2.64968
H -0.86398 -2.25435 3.21798
H -0.95851 1.73516 -3.79567
H -1.52288 2.97805 -3.22396
O -1.11868 2.65943 -4.04706
*
```

---

B | C6H12O | ωB97M-V with the def2-TZVPD basis set

The geometry in ORCA input format:
```
! wB97M-V def2-TZVPD RIJCOSX def2/J DEFGRID3
* xyz 1 2
C -1.29825 1.67439 0.67607
C -0.24012 0.67870 0.90656
C -0.39595 -0.28689 1.92237
C 0.91663 0.03343 -1.08193
C 0.94356 0.73601 0.03831
C 1.99891 1.72901 0.40632
H -1.01993 2.33779 -0.12939
H -1.48543 2.22903 1.59980
H -2.29179 1.22876 0.56988
H 0.33075 -1.08322 1.93615
H -1.16189 -0.29241 2.67450
H 1.76869 0.05625 -1.75697
H 0.09119 -0.61002 -1.36691
H 2.57621 1.42443 1.29664
H 1.62378 2.68194 0.76144
H 2.69214 1.83691 -0.41539
H -2.17588 -4.90475 -3.33742
H -1.49784 -4.70855 -1.87610
O -1.37477 -4.76084 -2.82394
*
```

---

C | C6H12O | ωB97M-V with the def2-TZVPD basis set

The geometry in ORCA input format:
```
! wB97M-V def2-TZVPD RIJCOSX def2/J DEFGRID3
* xyz 1 2
C -0.66064 1.70541 -1.74533
C -1.16041 0.26964 -1.57728
C -0.14145 -0.72031 -1.13749
C 0.20391 -0.85939 0.19844
C 1.27711 -1.47127 0.87490
C 1.05912 -2.16797 2.03880
H 0.00575 1.98808 -0.94468
H -1.51012 2.35850 -1.85909
H -0.19621 1.81058 -2.72817
H -1.67887 -0.17516 -2.38871
H -1.91999 0.21117 -0.78329
H 0.30487 -1.37715 -1.87752
H -0.64455 -0.68565 0.86254
H 2.25889 -1.45226 0.43157
H 0.04508 -2.44938 2.28259
H 1.84588 -2.28994 2.77216
H -0.35690 1.38378 1.78157
H 0.99842 1.82667 2.18448
O 0.27011 2.09463 1.61451
*
```

---

Least stable structure: A

---

A | C3H13N3O | ωB97M-V with the def2-TZVPD basis set

The geometry in ORCA input format:
```
! wB97M-V def2-TZVPD RIJCOSX def2/J DEFGRID3
* xyz 0 1
N -1.72241 0.06605 -1.59350
N -1.36144 0.73575 -0.39350
C -0.35591 1.82202 -0.54280
N 0.16327 2.02991 0.77954
O 0.63876 1.40357 -1.41633
H -0.94638 -0.54115 -1.84030
H -1.83772 0.72919 -2.36329
H -2.21632 1.10077 0.02335
H -0.77182 2.75032 -0.96865
H -0.37904 2.70192 1.30604
H 0.06218 1.07146 1.20263
H 1.17993 0.75070 -0.95192
C 0.25975 -2.11377 1.02595
C 1.62109 -1.53574 0.65898
H -0.54652 -1.49477 0.63520
H 0.14479 -2.16629 2.10664
H 0.14847 -3.11740 0.62070
H 1.74635 -0.52896 1.06111
H 1.75449 -1.51127 -0.42057
H 2.41845 -2.15231 1.07071
*
```

Properties
Structure (SMILES)   NN[C@@H](N)O.CC

---

B | C3H13N3O | ωB97M-V with the def2-TZVPD basis set

The geometry in ORCA input format:
```
! wB97M-V def2-TZVPD RIJCOSX def2/J DEFGRID3
* xyz 0 1
C 0.76786 -1.12354 1.38491
N 0.16000 -0.96380 0.06886
C 0.75110 -1.87770 -0.90253
O -1.20116 -1.41022 0.22393
N -2.07076 -0.29324 -0.04048
H 0.28941 -0.45000 2.10455
H 1.82817 -0.85080 1.35092
H 0.68334 -2.14784 1.76487
H 1.81132 -1.64520 -1.04947
H 0.26081 -1.76036 -1.87518
H 0.66330 -2.92672 -0.59813
H -2.56869 -0.63128 -0.86099
H -2.71145 -0.36100 0.74531
C -0.07590 2.78818 -0.08068
N 0.52098 1.88322 -1.04806
H -1.15323 2.86370 -0.25142
H 0.36162 3.78534 -0.17454
H 0.09174 2.42454 0.93750
H 1.50002 1.74014 -0.80762
H 0.09156 0.95658 -0.89173
*
```

Properties
Structure (SMILES)   CN(C)ON.CN

---

Least stable structure: B